1.
Formula: C24H62Mn2N4O18S4
Source: the OMol25 dataset
Level of theory: ωB97M-V/def2-TZVPD

Results
* 2S+1: 11
* frontier orbital gap (spin up / spin down): 8.11 / 7.33 eV
* LUMO (spin up / spin down): -5.45 / -6.25 eV
* HOMO (spin up / spin down): -13.56 / -13.57 eV
* total charge: +2

Last column: Mulliken spin population.
Cartesian coordinates (Å):
1 Mn 0.8790 -0.2134 2.7060  4.905
2 Mn 1.2062 0.5243 -3.6207  4.896
3 S 0.3624 -2.8096 -4.2729  0.004
4 S -2.3101 0.6852 -3.0048  0.013
5 S -3.4588 -3.8433 1.2988  0.000
6 S 3.2705 2.4132 2.2201  0.011
7 O 4.3461 1.8976 1.1746  0.001
8 O 0.4713 -3.3503 -5.6022  0.002
9 O -3.1159 0.8713 -4.1834  0.003
10 O 2.7046 -1.3164 2.3247  0.033
11 O -3.5403 -3.4042 2.8742  0.000
12 O 2.7945 3.7110 1.8410  0.002
13 O -0.9302 -3.5153 -3.5653  0.002
14 O 0.2545 -1.3680 -3.9532  0.021
15 O 2.7688 -3.4022 2.9278  0.004
16 O -3.9106 -2.7344 0.4938  0.000
17 O 0.8394 -0.1288 0.5572  -0.070
18 O 2.2865 1.3533 2.4326  0.051
19 O 4.3365 -2.6144 1.6853  0.004
20 O -0.8629 0.9275 -3.1623  0.023
21 O 0.3506 -1.8766 -0.5804  0.011
22 O -2.8401 1.6770 -1.8580  0.002
23 O 1.1845 -0.1358 -1.5620  -0.021
24 O -4.0292 -5.1483 1.0852  0.000
25 N 0.8146 -0.7388 -0.5462  0.027
26 N 3.2743 -2.4712 2.3096  0.001
27 N -0.9803 0.7967 3.2010  -0.135
28 N 1.8371 2.5961 -3.4930  -0.086
29 C -2.6344 -0.8833 -2.0986  0.001
30 C -3.4268 0.2901 2.3787  -0.007
31 C -3.2461 -4.4627 3.8184  0.000
32 C -1.0749 -4.9325 -3.8339  0.000
33 C 6.2339 0.5493 0.6369  0.000
34 C 4.8458 0.5292 1.2251  0.001
35 C -0.6553 3.1265 2.2660  0.043
36 C 1.7244 -3.5183 -3.3415  0.004
37 C 3.7021 3.8962 -2.2825  0.006
38 C -1.0045 2.2638 3.4782  0.031
39 C -1.4043 0.0819 4.4720  -0.019
40 C 3.1225 2.5435 -5.6808  0.040
41 C 2.0279 3.2503 -4.8150  0.018
42 C -1.6073 -3.9443 1.1112  -0.004
43 C -4.4896 2.8596 -0.6248  0.000
44 C 3.0765 2.5322 -2.6766  -0.028
45 C -2.4097 0.7526 5.4058  0.009
46 C -2.0235 -5.5971 -2.8616  0.000
47 C -1.9017 0.4330 2.0913  0.019
48 C 0.8435 3.5121 -2.7971  -0.003
49 C -4.2630 1.8676 -1.7279  0.001
50 C 0.4260 3.1002 -1.3687  0.058
51 C -3.1467 -3.7805 5.1839  -0.001
52 C 4.2969 2.5909 3.6856  0.001
53 H 6.9683 0.8844 1.3664  0.000
54 H -1.9948 2.6597 3.7263  -0.003
55 H 1.2344 4.5238 -2.6914  0.007
56 H -3.9051 1.1699 2.8056  0.001
57 H 2.5548 -2.8351 -3.5191  -0.001
58 H -5.4958 3.0147 -0.2472  0.000
59 H 6.5346 -0.4568 0.3433  0.000
60 H -4.0471 0.0088 1.5285  0.000
61 H 2.3835 4.2755 -4.7115  0.005
62 H 4.1314 2.7384 -5.3324  0.002
63 H -2.8227 -0.0093 6.0653  0.000
64 H -3.8497 2.5212 0.1984  0.000
65 H 4.5380 1.7011 4.2616  0.000
66 H -2.3897 -2.9978 5.0377  -0.001
67 H 1.4648 -3.6216 -2.2863  0.000
68 H 0.0238 3.5576 -3.5131  -0.018
69 H -4.6308 2.1328 -2.7222  0.000
70 H -1.7861 1.1068 1.2376  -0.007
71 H 3.0169 3.0418 -6.6454  0.002
72 H -1.7610 -0.8881 4.1180  0.038
73 H 0.0661 2.0777 -1.3734  -0.010
74 H -0.5067 2.5065 4.4168  -0.014
75 H 4.8474 0.2397 2.2773  -0.002
76 H -1.5489 -5.6874 -1.8808  0.000
77 H -0.2751 4.0884 2.6125  0.002
78 H 2.9716 2.0622 -1.6996  0.047
79 H 2.8561 1.4944 -5.8329  -0.010
80 H -2.3089 -4.9899 3.6407  0.000
81 H -1.9384 1.5213 6.0162  0.000
82 H -0.0624 -5.3342 -3.7433  0.000
83 H -1.2904 -2.9197 1.2862  0.020
84 H -3.2278 1.2417 4.8825  0.001
85 H -0.2964 3.8187 -0.9924  0.001
86 H 4.0833 4.4796 -3.1201  0.001
87 H 6.2251 1.1477 -0.2743  0.000
88 H -4.0589 -5.1867 3.8206  0.000
89 H -2.2581 -6.5810 -3.2553  0.000
90 H -4.7532 0.9066 -1.5391  0.000
91 H -3.7009 -1.0476 -1.9611  0.000
92 H -1.5922 -0.4949 1.5959  0.046
93 H -2.2093 -1.7106 -2.6565  0.002
94 H -1.4615 -4.1678 0.0588  0.002
95 H 4.6023 3.6710 -1.7026  0.000
96 H -2.1964 -0.6678 -1.1264  0.000
97 H 4.1633 -0.1267 0.6880  0.000
98 H -1.3878 -5.1053 -4.8637  0.000
99 H -1.1189 -4.6061 1.8169  0.000
100 H 2.0722 -4.5268 -3.5636  0.000
101 H -4.0593 -3.2499 5.4354  0.000
102 H 5.2117 3.1378 3.4543  0.000
103 H -0.0425 2.6476 1.5026  -0.007
104 H 1.0849 3.2495 -5.3558  -0.001
105 H 1.3327 3.1284 -0.7626  -0.007
106 H -0.5369 -0.1394 5.1052  0.022
107 H -1.5504 3.4524 1.7265  0.003
108 H 3.1265 4.4988 -1.5824  -0.001
109 H 3.8106 3.3007 4.3598  0.000
110 H -4.0894 3.8521 -0.8436  0.000
111 H -2.6424 -4.4546 5.8719  0.000
112 H 3.8363 2.0365 -3.2823  0.003
113 H -3.4748 -0.5573 3.0636  0.002
114 H -2.8843 -4.9754 -2.6112  0.000

Cartesian forces (eV/Å) of the 3 atoms listed first:
Mn 1.5 -0.3 -1.0
Mn -1.3 -0.1 1.1
S -0.5 -3.2 0.4

---

2.
Formula: C24H62N21O16PS
Source: the OMol25 dataset
Level of theory: ωB97M-V/def2-TZVPD

Results
* frontier orbital gap: 6.65 eV
* ΔE to the lowest compared entry with this formula, charge and spin: 228.81 kcal per mole
* LUMO: -1.89 eV
* HOMO: -8.54 eV
* SMILES: CCOCCOC1=C(P(=N)(O)O)C(=O)C(CC(C)C)=C(S)C1=O.NC(N)=O.NC(N)=O.NC(N)=O.NC(N)=O.NC(N)=O.NC(N)=O.NC(N)=O.NC(N)=O.NC(N)=O.NC(N)=O

Last column: Mulliken charge in e.
Cartesian coordinates (Å):
1 S 3.1537 -3.6178 0.7230  -0.222
2 P 0.2903 2.4808 1.7879  1.048
3 O -1.1066 -0.5522 -3.4593  -0.279
4 O 3.2046 -1.0296 -1.5059  -0.501
5 O 0.7540 -2.7982 -6.4851  -0.686
6 O 3.4684 1.4623 3.0398  -0.551
7 O 1.6457 -8.7410 7.9136  -0.668
8 O 5.8865 -5.0006 -3.7922  -0.715
9 O -7.6654 3.6138 -0.9546  -0.659
10 O 0.9254 3.4353 3.1336  -0.502
11 O 3.3200 -4.9058 7.0016  -0.760
12 O -4.2122 5.7898 -1.9603  -0.707
13 O 0.0290 3.5876 0.4652  -0.525
14 O 0.3295 0.7743 -0.9590  -0.298
15 O -5.1203 2.8735 -6.1646  -0.684
16 O 7.7751 -1.1114 -5.1625  -0.666
17 O -1.8235 5.4380 2.6569  -0.684
18 O -7.1041 4.1305 4.4371  -0.679
19 N 4.5521 -3.8681 -2.3733  -0.183
20 N 4.3607 -6.2685 8.4631  -0.391
21 N -1.5426 7.3703 1.5327  -0.432
22 N -1.0755 1.6787 2.2464  -0.703
23 N 2.2190 -4.3345 -7.2400  -0.450
24 N -3.8888 3.5684 -1.7672  -0.220
25 N -4.7249 4.4330 -3.6845  -0.251
26 N -5.8561 5.2166 2.9077  -0.233
27 N -8.9997 4.7463 0.4644  -0.398
28 N 1.7948 -4.1610 -5.0236  -0.297
29 N -5.2338 5.2077 5.0838  -0.362
30 N -3.3575 6.0776 1.1357  -0.263
31 N 0.9875 -6.7633 7.0583  -0.198
32 N -0.4261 -8.5309 7.0535  -0.381
33 N 7.9309 0.4398 -3.5360  -0.298
34 N -4.8393 4.8058 -7.2888  -0.388
35 N 6.2024 -2.7908 -3.4863  -0.117
36 N 4.7850 -6.4421 6.2466  -0.390
37 N -7.3495 5.8235 -0.6486  -0.338
38 N -6.6543 3.5131 -7.6858  -0.412
39 N 9.3291 0.5129 -5.3143  -0.420
40 C -1.4672 -1.5626 -4.4655  0.021
41 C 8.3108 -0.1164 -4.7005  0.676
42 C -6.1270 4.8083 4.1606  0.582
43 C 5.5674 -3.9534 -3.2517  0.494
44 C 2.9272 -1.7702 0.9410  -0.469
45 C -5.5130 3.6794 -6.9935  0.679
46 C 3.0459 -1.0316 2.2621  0.413
47 C 4.1052 -5.8141 7.2229  0.666
48 C 3.4016 -1.8364 3.6555  -0.818
49 C 0.7903 -8.0555 7.3762  0.576
50 C 2.5484 -0.7987 -0.3669  0.452
51 C 1.4402 0.3733 -0.0848  0.262
52 C -2.7956 -0.9430 -5.2707  -0.966
53 C 1.3692 -3.5306 4.3990  -0.696
54 C 1.5392 -3.7066 -6.2638  0.665
55 C 2.7599 0.6164 2.2758  0.023
56 C 2.5753 -2.0808 6.2498  -0.728
57 C 0.7074 0.8004 -2.3797  -0.484
58 C -2.2162 6.2438 1.8281  0.699
59 C 0.2795 -0.6982 -2.9868  0.003
60 C 1.5328 1.0980 1.2461  -0.024
61 C 2.1077 -2.0602 4.6448  0.550
62 C -4.2715 4.6686 -2.4400  0.675
63 C -7.9845 4.6610 -0.4141  0.674
64 H -6.5037 4.9376 2.1823  0.121
65 H 1.9677 -4.3308 1.0840  0.178
66 H -6.9939 4.1655 -8.3723  0.155
67 H -3.5410 3.7015 -0.8265  0.131
68 H 0.3061 -1.4231 -2.0386  0.069
69 H 1.3214 -1.1886 4.5096  0.240
70 H -0.6573 -1.7530 -5.2883  0.185
71 H 2.0558 -4.0230 -8.1886  0.222
72 H -5.0232 5.2343 -4.2252  0.149
73 H -9.5044 3.8937 0.6692  0.223
74 H 3.8570 -2.9073 3.4396  0.331
75 H 1.0368 -1.1003 -3.7850  0.220
76 H 1.7735 -1.5845 6.9558  0.286
77 H 0.1901 4.1017 3.3115  0.380
78 H 3.5757 -1.4839 6.3742  0.310
79 H 0.1268 1.5786 -3.0330  0.359
80 H 8.3597 1.2589 -3.1394  0.172
81 H -0.6778 7.5338 2.0316  0.235
82 H -7.1919 2.6779 -7.4938  0.233
83 H 5.4356 -7.1920 6.4093  0.161
84 H -1.8598 -2.5871 -3.9987  0.150
85 H -4.4234 5.7661 4.8753  0.170
86 H -4.7813 3.5171 -4.0968  0.125
87 H 1.8643 1.0081 -2.5677  0.263
88 H -3.9746 4.9693 -6.7900  0.236
89 H 6.9729 -2.8111 -4.1415  0.148
90 H -0.6158 -9.4995 7.2756  0.232
91 H 1.3037 -3.7154 -4.2596  0.188
92 H -1.1434 -7.9818 6.6106  0.164
93 H 5.0038 -7.0153 8.6653  0.160
94 H -6.5790 5.8032 -1.3038  0.169
95 H 4.6217 -6.1306 5.2980  0.198
96 H 2.8696 -5.0845 -7.0774  0.161
97 H 0.4184 -3.4134 3.7214  0.289
98 H -5.1466 5.4812 -7.9681  0.163
99 H 2.1150 -4.2949 3.9025  0.102
100 H -1.2792 1.8701 3.2573  0.237
101 H 1.0402 -4.0333 5.4300  0.078
102 H -1.8498 8.0457 0.8534  0.155
103 H 0.8133 3.5194 -0.1769  0.304
104 H -2.4907 -0.1591 -6.1026  0.240
105 H -5.4006 4.9217 6.0398  0.212
106 H 1.8900 -6.3661 7.2842  0.131
107 H 5.9543 -1.9185 -3.0510  0.090
108 H -3.5170 -0.3645 -4.5231  0.221
109 H 2.7906 -3.1949 6.5872  0.084
110 H 3.8697 -5.8229 9.2270  0.213
111 H -3.3332 -1.8291 -5.8242  0.326
112 H 4.2745 -3.0149 -1.9181  0.166
113 H 2.4378 -4.9078 -4.8214  0.175
114 H -3.6971 6.7300 0.4493  0.072
115 H 9.6461 0.1264 -6.1939  0.232
116 H -7.5976 6.6959 -0.2134  0.174
117 H -9.2774 5.5994 0.9195  0.164
118 H 9.7830 1.3332 -4.9494  0.153
119 H -3.9302 2.6370 -2.1453  0.124
120 H -3.8951 5.2424 1.3277  0.178
121 H 0.2954 -6.1827 6.6156  0.140
122 H 4.1604 -1.1420 4.2541  0.307
123 H 7.1674 -0.0030 -3.0416  0.126
124 H -5.0568 5.7752 2.6604  0.204
125 H 4.0475 -4.7207 -2.1685  0.157

Cartesian forces (eV/Å) of the 3 atoms listed first:
S -0.5 0.9 0.2
P -2.9 0.1 1.8
O 2.0 -1.6 -0.8

---

The evaluated F_max for the records listed, in turn: 3.30; 8.72 eV/A.
The evaluated E for the records listed, in turn: -174668.9592; -110069.4444 eV.